92
Properties=species:S:1:pos:R:3:forces:R:3:lowdin_charge:R:1 method="wB97M-V/def2-TZVPD" lumo_energy_ev=-2.029 total_charge=+1 gap_ha=0.3498
C -0.400852 5.240446 -2.216190 0.0624 0.1640 0.2028 0.031
C -0.370671 4.119014 -1.520448 0.2887 -0.0593 -0.1178 -0.168
C -0.264393 2.741864 -2.153568 -0.2726 1.7394 0.1946 -0.115
N 0.274859 1.778149 -1.216731 -0.4335 -0.3247 0.2105 0.085
C 1.442111 1.156306 -0.929517 1.1820 0.0757 -0.7424 -0.254
N 2.607480 1.281790 -1.610585 -0.6795 0.5792 -0.4915 -0.217
O 3.642716 0.551832 -1.040254 -0.4604 0.0950 0.1418 -0.144
C 3.868716 -0.696689 -1.713244 1.2281 -0.5325 -0.2008 -0.165
C 4.127260 -1.839836 -0.715358 -0.7209 0.0896 0.3458 -0.314
C 2.862559 -2.739379 -0.691960 0.6337 0.5927 -0.6279 -0.064
C 4.486127 -1.352197 0.694601 0.0788 -0.7567 0.3279 -0.156
C 5.472843 -2.277462 1.437937 -0.4631 0.7545 0.0034 -0.423
C 5.687848 -1.742939 2.858235 0.6523 -0.3935 -0.2877 -0.078
C 5.043241 -3.739228 1.501536 0.9073 0.2054 0.0626 -0.072
P 3.108453 2.155066 -3.044164 1.1510 -0.1424 -0.5522 1.036
C 2.725799 3.963116 -2.824292 -0.1292 -1.1376 0.0824 -0.250
C 2.027588 1.503794 -4.411307 -0.0825 0.1500 0.5513 -0.420
C 2.734422 0.424263 -5.224483 -0.5201 0.0699 -0.3079 -0.158
N 1.350550 0.358161 0.124369 -0.6039 -0.1163 0.1669 0.287
C 0.086306 0.478048 0.516329 1.9236 -0.6280 0.3540 -0.369
O -0.394729 -0.204727 1.535538 -0.7114 0.0036 -0.5371 0.011
C -0.310343 -1.647846 1.276099 -0.2378 -0.4181 0.3697 -0.091
C -1.212469 -2.430344 2.240852 0.7200 -0.3341 -0.3944 -0.178
N -2.424721 -2.922449 1.626588 -0.3532 0.6119 0.6459 -0.034
C -3.313696 -1.854231 1.195203 -0.4832 -0.2230 -0.4855 -0.181
C -4.436191 -1.527578 2.175135 0.2778 -0.1889 0.8502 -0.426
C -3.945332 -1.290846 3.605292 0.5360 0.0391 -0.7934 -0.033
O -5.399762 -2.566494 2.188761 -0.2261 0.2617 -0.2674 -0.030
N -0.586394 1.325245 -0.231314 -1.3946 0.1882 0.5895 0.070
C -1.996108 1.654631 0.007515 -0.5333 -0.1693 0.1373 -0.132
C -2.328558 2.119226 1.433641 0.0798 -0.0128 0.0343 -0.405
S -1.261816 3.440863 2.053779 -0.0328 0.3466 -0.1535 1.051
C -0.399436 2.779309 3.415400 -0.9693 -1.2657 -0.9217 -0.706
N 0.342935 3.448717 4.171121 0.9974 1.4266 0.8945 0.057
N 0.842278 2.562089 5.115595 0.7544 0.7462 0.7006 0.081
C 0.353931 1.432779 4.845406 -0.4953 -0.5909 -0.5521 -0.168
O -0.458660 1.473037 3.751076 -0.4719 -0.3966 -0.1891 0.012
H -0.555261 6.168343 -1.688894 0.0878 0.2001 -0.0516 0.072
H -0.235984 5.304054 -3.282601 -0.2324 -0.1213 -0.1388 0.072
H -0.389987 4.182645 -0.439428 -0.2518 -0.1885 0.0675 0.058
H 0.274643 2.857996 -3.085264 0.4030 -0.6022 0.0982 0.091
H -1.279681 2.470943 -2.425947 -0.0019 -0.6474 -0.0720 0.131
H 3.063927 -0.955398 -2.396932 -0.3595 0.2018 0.1360 0.107
H 4.759516 -0.577237 -2.332514 0.0435 0.2653 -0.0719 0.122
H 4.971316 -2.420343 -1.084346 0.0761 -0.0296 -0.1745 0.135
H 2.011346 -2.081360 -0.848490 -0.3143 -0.0709 0.3439 0.049
H 2.902806 -3.391039 -1.564291 -0.1483 -0.3360 0.1319 0.086
H 2.766650 -3.300199 0.228045 -0.1171 -0.1856 0.0243 0.061
H 4.941682 -0.366874 0.708296 -0.1808 0.2036 -0.1224 0.114
H 3.562154 -1.331154 1.277107 -0.0876 0.4024 0.0763 0.113
H 6.431152 -2.145826 0.932221 0.0745 -0.3841 -0.2409 0.135
H 5.731050 -0.657432 2.884632 -0.1773 0.1182 0.0652 0.076
H 4.949726 -2.134644 3.552841 -0.2332 0.2019 0.0828 0.074
H 6.662189 -2.098370 3.191621 0.0272 -0.0297 0.2893 0.080
H 4.713857 -4.135077 0.547696 -0.2084 -0.0751 -0.0354 0.063
H 5.908189 -4.334791 1.790910 0.0005 -0.1513 0.1463 0.084
H 4.302061 -3.851970 2.290497 -0.3291 -0.1872 -0.1946 0.080
H 1.971456 4.276923 -3.537362 -0.1194 0.2696 0.1155 0.021
H 2.434488 4.135194 -1.793600 -0.1533 0.3014 0.0147 0.039
H 3.666035 4.460455 -3.021260 0.0806 0.2154 -0.0320 0.031
H 1.773679 2.335388 -5.069881 -0.0288 0.1460 0.0350 0.080
H 1.090792 1.120220 -4.007220 -0.1096 -0.0808 -0.0296 0.061
H 3.503764 0.854614 -5.856844 0.2946 -0.0217 0.1324 0.075
H 3.138107 -0.380710 -4.620284 0.1801 0.0076 0.1149 0.049
H 1.999115 -0.014926 -5.896278 -0.0112 -0.1444 -0.0966 0.076
H -0.653582 -1.827538 0.258463 0.0306 0.0523 -0.1598 0.136
H 0.713461 -1.991229 1.360290 0.3242 0.3534 0.0275 0.111
H -1.398967 -1.838847 3.130877 -0.2045 0.1330 0.0193 0.108
H -0.632908 -3.287561 2.579715 0.0142 -0.1228 0.0493 0.126
H -2.220924 -3.571923 0.883695 0.0174 -0.0208 -0.0403 0.118
H -3.805536 -2.194337 0.284698 -0.0719 0.0968 -0.1500 0.125
H -2.799804 -0.918171 0.939540 0.2262 -0.1176 0.0820 0.090
H -4.912466 -0.605884 1.838054 -0.3176 -0.1060 -0.2543 0.136
H -3.089883 -0.614850 3.566925 -0.0523 0.2640 0.2545 0.061
H -4.720926 -0.878796 4.236528 -0.1283 -0.0550 0.1370 0.087
H -3.567932 -2.236676 3.988853 -0.0839 -0.0757 0.2835 0.085
H -5.017678 -3.285814 2.702342 -0.0328 -0.1390 -0.0569 0.091
H -2.570717 0.748564 -0.174705 -0.0608 -0.0474 -0.1969 0.106
H -2.395854 2.387816 -0.680902 0.4990 0.1373 -0.3091 0.122
H -3.330257 2.536594 1.386500 -0.1230 0.1141 -0.0501 0.088
H -2.401220 1.293814 2.130695 0.3538 -0.1263 0.1467 0.065
H 0.484235 0.482101 5.322233 0.0746 -0.0860 0.1651 0.137
C -7.251269 0.147737 -1.275885 -0.1641 0.2039 0.2503 -0.039
C -7.186025 -1.314539 -1.648382 -0.2564 -0.0174 -0.2816 -0.303
O -6.006208 -1.370641 -2.444045 0.1494 0.0940 0.4171 0.144
C -5.189915 -0.380980 -2.012651 0.1104 -0.0309 -0.1230 -0.565
O -4.029091 -0.303678 -2.263293 0.0968 0.1117 0.0586 0.149
O -5.859578 0.503695 -1.237882 -0.0674 -0.1749 -0.0429 0.058
F -8.243857 -1.690852 -2.397069 0.1006 -0.0101 -0.0154 0.092
H -7.757329 0.739855 -2.038713 -0.0059 -0.1355 -0.1004 0.148
H -7.725676 0.322042 -0.314080 0.2167 0.0401 0.0805 0.143
H -7.082776 -1.994824 -0.800819 -0.0477 -0.0618 -0.0486 0.176



89
Properties=species:S:1:pos:R:3:forces:R:3:lowdin_charge:R:1 method="wB97M-V/def2-TZVPD" lumo_energy_ev=-1.710 gap_ha=0.2369
C 7.374361 -3.307387 2.290570 0.0638 -0.5849 0.1878 -0.117
O 6.927465 -4.099912 1.161201 1.0446 1.1546 -0.4454 -0.231
C 6.959753 -3.303201 -0.041037 -1.6469 1.0738 -0.1610 -0.218
C 5.858271 -2.104186 0.072009 -0.0435 -0.3805 -0.5240 -0.178
C 6.539887 -0.682133 0.334496 0.0848 -0.1056 -0.3056 -0.199
C 7.020272 0.051647 -1.031348 -0.8404 0.7828 0.8689 -0.124
C 5.961761 1.215871 -1.361960 0.8871 1.9210 -1.2066 -0.111
C 6.348632 2.498611 -1.844468 -1.8085 -2.2008 1.1140 0.064
C 5.190169 3.569963 -2.139138 0.3248 1.6207 -1.0371 -0.257
O 5.338837 4.461325 -3.008818 -0.3626 -2.7201 2.7687 0.039
C 3.841839 3.501471 -1.268561 -0.2501 -2.8296 1.0930 -0.097
C 2.948046 4.774065 -0.948522 0.3408 -0.3533 -0.8504 -0.140
C 1.558773 4.454723 -0.234903 -0.2450 0.1389 -0.3763 -0.268
C 0.540026 3.592770 -1.116192 0.4351 -0.9474 -0.7317 -0.449
S -0.525767 2.648993 0.119744 -0.8167 -0.0883 -0.1386 0.799
C -1.218049 1.140326 -0.683709 0.6144 -0.9042 -1.2520 -0.971
S -0.130282 0.152704 -1.524564 -1.4770 1.5111 0.8173 0.667
N -2.655548 0.892944 -0.585418 2.5834 -0.4089 -0.3134 -0.207
C -3.183582 0.053965 -1.691254 -1.2102 -1.0324 -0.8265 -0.180
C -3.112558 -1.528119 -1.413181 0.1914 0.5068 -0.2157 -0.184
O -3.974749 -1.766463 -0.257713 1.3094 0.7611 -0.2316 -0.182
C -3.322482 -1.161018 0.879219 -0.6570 -0.3160 1.1263 -0.191
C -3.077438 0.413236 0.762651 -0.3095 0.3894 1.1848 -0.143
C 3.501974 2.207390 -0.800304 1.5486 1.9007 -0.8279 0.057
C 4.409274 0.972198 -1.194273 -1.7194 -1.0596 -0.2154 -0.272
O 3.824067 -0.120782 -1.386809 2.3515 3.0274 0.6422 0.046
H 8.226000 -2.629064 1.958869 -1.0021 -0.7180 0.5869 0.085
H 7.773589 -4.058391 3.061393 -0.7294 1.2508 -1.0078 0.103
H 6.496392 -2.698924 2.708362 1.3771 -0.7324 -0.4392 0.098
H 7.956591 -2.789528 -0.244438 -0.8306 -0.9257 0.4294 0.118
H 6.677995 -3.949944 -0.942466 0.5334 0.6241 1.5507 0.128
H 5.273858 -2.154849 -0.916882 0.8305 0.6346 1.4971 0.105
H 5.076858 -2.324724 0.885581 1.3285 0.1071 -1.1139 0.121
H 5.837005 0.020492 0.912662 0.9690 -1.0465 -0.8991 0.118
H 7.463158 -0.817058 1.000611 -1.3379 0.1335 -0.9336 0.094
H 8.026910 0.546077 -0.810787 -1.3888 -0.5340 -0.5977 0.113
H 7.145121 -0.679082 -1.896165 -0.3127 0.9457 1.1396 0.125
H 7.453446 2.739843 -2.025934 -1.9553 -0.1551 0.0855 0.130
H 3.551355 5.476981 -0.282247 -0.7520 -0.8629 -0.9299 0.127
H 2.767677 5.304190 -1.952307 0.2745 -0.6172 1.4961 0.133
H 1.039886 5.454332 -0.018186 0.8915 -1.5333 -0.1157 0.101
H 1.739312 3.891525 0.737878 -0.1670 0.8516 -1.1374 0.094
H 1.045630 2.784274 -1.747274 -0.4835 1.1654 0.9396 0.051
H -0.120216 4.201353 -1.809494 0.8274 -0.5838 1.1518 0.081
H -4.308715 0.296187 -1.767745 1.5732 -0.3763 0.2337 0.138
H -2.747885 0.331243 -2.709185 -0.2399 -0.2820 1.6639 0.117
H -2.056631 -1.897993 -1.176005 -1.3666 0.6863 -0.3190 0.097
H -3.459040 -2.145428 -2.310310 0.1479 1.1452 1.4850 0.108
H -2.387889 -1.767007 1.141470 -0.9427 1.1044 -0.5335 0.128
H -4.036281 -1.308925 1.770023 1.0701 0.2539 -1.3601 0.123
H -2.282034 0.682983 1.548117 -1.0905 -0.3490 -1.2340 0.128
H -4.010392 1.013597 1.056489 1.0683 -1.1393 -0.4352 0.128
H 2.594951 1.983953 -0.144256 1.2905 0.2288 -1.2553 0.119
O -2.495340 -3.857697 -3.210910 -0.0962 -0.3749 -0.2847 0.086
C -3.195484 -4.614882 -3.856931 0.2507 0.1980 0.1813 -0.375
C -4.329847 -5.329819 -3.234158 -0.2485 -0.1989 0.0276 0.028
C -5.095511 -6.160992 -3.941802 0.0639 0.1434 0.2855 0.023
C -4.843905 -6.401767 -5.379047 -0.2587 -0.2802 -0.2326 -0.389
O -5.543772 -7.158348 -6.024125 0.1630 0.1746 0.1479 0.106
C -3.709276 -5.686522 -6.001655 0.2568 0.2111 0.0061 0.022
C -2.943696 -4.855360 -5.293941 -0.0561 -0.1186 -0.2918 0.025
H -4.500595 -5.141511 -2.181226 0.0396 0.0393 -0.0086 0.126
H -5.929642 -6.693311 -3.502214 -0.0005 -0.0115 -0.0456 0.123
H -3.538406 -5.874565 -7.054322 -0.0389 -0.0274 0.0166 0.123
H -2.109499 -4.322879 -5.733372 0.0033 0.0137 0.0483 0.123
O -4.885166 -4.713730 7.586829 0.1250 0.1568 -0.2086 0.108
C -4.335854 -4.074331 6.710868 -0.1946 -0.2522 0.3287 -0.388
C -3.100541 -4.563977 6.062318 0.2508 0.0279 -0.2190 0.023
C -2.497677 -3.860853 5.103183 0.0065 -0.2667 0.1674 0.025
C -3.039177 -2.563112 4.646317 0.1906 0.1887 -0.2634 -0.378
O -2.489546 -1.923191 3.769676 -0.0944 -0.1117 0.2534 0.090
C -4.274386 -2.073342 5.294668 -0.2376 -0.0255 0.1992 0.022
C -4.877355 -2.776289 6.253753 -0.0104 0.2878 -0.1900 0.023
H -2.717857 -5.516141 6.408091 -0.0411 0.0134 0.0255 0.123
H -1.592390 -4.203622 4.617969 -0.0100 0.0425 -0.0240 0.124
H -4.657066 -1.121047 4.948797 0.0362 -0.0077 -0.0208 0.122
H -5.782632 -2.433403 6.738836 0.0100 -0.0423 0.0214 0.123
O -5.709444 7.621577 1.777600 0.2469 -0.0606 -0.1098 0.106
C -4.664754 7.255518 1.274564 -0.4029 0.0742 0.1837 -0.388
C -3.541439 8.195218 1.068251 0.3130 0.0901 -0.1014 0.023
C -2.396980 7.793696 0.514657 -0.1348 0.2416 0.1293 0.025
C -2.201893 6.392378 0.085234 0.2435 -0.1396 -0.1191 -0.364
O -1.156623 6.025074 -0.418283 -0.2899 0.2441 0.0754 0.074
C -3.324265 5.452670 0.291215 -0.2990 -0.1555 0.0472 0.026
C -4.468964 5.854233 0.844921 0.1914 -0.1913 -0.1228 0.025
H -3.700923 9.217180 1.389004 -0.0410 -0.0262 0.0066 0.123
H -1.564595 8.467799 0.355350 0.0133 -0.0335 -0.0152 0.122
H -3.163986 4.430210 -0.029755 0.0891 0.0048 0.0046 0.103
H -5.301113 5.180025 1.004149 -0.0150 0.0397 0.0102 0.123



10
Properties=species:S:1:pos:R:3:forces:R:3:nbo_charge:R:1 method="wB97M-V/def2-TZVPD" lumo_energy_ev=0.380 de_lowest_ev=3.105 gap_ha=0.3848
C -1.060089 0.114927 -0.563491 -0.1720 0.6121 0.2429 -0.308
C -0.650733 0.195856 0.711029 -0.3789 -0.7466 -0.1921 -0.301
C -1.388835 -0.513443 1.739636 -0.3679 -0.3154 0.9039 0.245
N -1.813796 -1.222673 2.556891 0.3719 1.0692 -1.0498 -0.309
C 1.841705 -0.256761 -0.331810 2.2668 0.0100 -0.7170 0.323
N 2.675495 0.214920 -1.037641 -1.7747 -0.7717 1.1599 -0.747
H 2.579903 0.730070 -1.878477 0.5511 0.5493 -0.8444 0.430
H -2.118610 -0.023897 -0.769448 0.2467 -0.6142 -0.0386 0.213
H -0.411904 0.254460 -1.439745 -0.2665 0.4157 0.6382 0.200
H 0.346865 0.506542 1.013056 -0.4765 -0.2083 -0.1030 0.254